[1]
Density functional theory data (wB97M-V/def2-TZVPD) for a molecular structure, C62H98F12N15O27S12 at a distorted geometry.

Last column: Mulliken charge in e.
Geometry (Å):
C  7.21841  1.69298  0.89170  -1.04
N  5.99223  1.83893  1.69939  0.33
C  5.29605  2.97721  1.50072  -0.72
C  4.15934  3.21393  2.27628  -0.55
C  3.74501  2.36391  3.32858  0.64
C  4.56902  1.23598  3.59578  -0.72
C  5.68251  1.01703  2.74393  -0.68
C  2.56467  2.59018  4.16157  1.28
C  1.42205  3.29344  3.69242  -0.56
C  0.37018  3.43072  4.56558  -0.79
N  0.31244  2.85401  5.75947  0.30
C  1.38339  2.20601  6.24371  -0.73
C  2.51582  2.11468  5.46217  -0.28
C  -0.88887  2.95783  6.50444  -0.81
H  8.01099  2.38817  1.20089  0.31
H  6.92724  1.84804  -0.12421  0.45
H  7.53807  0.65739  0.94902  0.32
H  5.62192  3.68010  0.73064  0.51
H  3.56718  4.05899  2.00611  0.75
H  4.44499  0.57172  4.42103  0.33
H  6.41974  0.24550  2.91018  0.60
H  1.37076  3.70112  2.66547  0.13
H  -0.56964  3.94553  4.30989  0.63
H  1.37754  1.86962  7.28390  0.41
H  3.35932  1.60188  5.91003  0.82
H  -1.66353  2.45230  5.94004  0.18
H  -1.19502  3.98701  6.62565  0.46
H  -0.80903  2.46642  7.48074  0.28
C  -2.28677  12.44517  -1.71855  -0.90
N  -1.79345  11.05668  -1.96507  0.09
C  -1.88131  10.16130  -0.98068  -0.41
C  -1.66715  8.83294  -1.18873  -0.63
C  -1.34473  8.36767  -2.46057  1.22
C  -1.08533  9.33929  -3.40889  -0.62
C  -1.32313  10.69985  -3.17780  -0.49
C  -1.24728  6.92997  -2.77101  1.44
C  -1.74079  6.02829  -1.86653  -1.32
C  -1.75119  4.69312  -2.18643  0.00
N  -1.18408  4.20248  -3.29012  0.71
C  -0.59891  5.08616  -4.16756  -0.55
C  -0.59415  6.40792  -3.91291  -0.67
C  -1.22941  2.76996  -3.59371  -0.60
H  -2.37165  12.59074  -0.63083  0.31
H  -3.26979  12.61522  -2.14246  0.35
H  -1.56406  13.20656  -2.06208  0.37
H  -2.16362  10.49699  0.00862  0.39
H  -1.73352  8.18620  -0.32910  0.45
H  -0.77902  9.10485  -4.41682  0.39
H  -1.19823  11.45911  -3.97427  0.42
H  -2.30950  6.36601  -0.99693  0.53
H  -2.16169  3.99626  -1.48560  0.21
H  -0.12415  4.59178  -5.03351  0.21
H  -0.03326  7.06379  -4.55972  0.47
H  -1.84510  2.28424  -2.86611  0.04
H  -0.22012  2.36986  -3.51664  0.15
H  -1.58618  2.61110  -4.59843  0.42
C  -3.49233  3.76804  -8.83736  -0.87
N  -3.87648  2.81181  -7.78985  0.11
C  -2.95678  1.90706  -7.38323  -0.60
C  -3.18148  0.99550  -6.35722  -0.36
C  -4.39021  0.96867  -5.71529  1.24
C  -5.37538  1.82148  -6.22365  -1.03
C  -5.12748  2.73631  -7.24162  -0.58
C  -4.68307  0.05427  -4.60012  1.19
C  -3.97423  -1.10803  -4.47137  -0.31
C  -4.20949  -1.97873  -3.43504  -0.83
N  -5.13277  -1.65373  -2.50311  0.22
C  -5.83818  -0.50983  -2.60914  -0.65
C  -5.69129  0.35695  -3.63767  -0.94
C  -5.59841  -2.60662  -1.45836  -1.27
H  -2.44792  4.01865  -8.62096  0.35
H  -4.12822  4.65771  -8.75342  0.34
H  -3.52744  3.29070  -9.80507  0.32
H  -2.00908  1.99884  -7.88581  0.78
H  -2.32362  0.36406  -6.13933  0.05
H  -6.38980  1.71970  -5.90796  0.59
H  -5.86625  3.37404  -7.66698  0.49
H  -3.04874  -1.31503  -5.02875  0.57
H  -3.63045  -2.89947  -3.33656  0.85
H  -6.59689  -0.30110  -1.88043  0.54
H  -6.30864  1.24532  -3.52977  0.47
H  -5.18765  -3.56707  -1.65669  0.39
H  -6.72011  -2.60114  -1.40472  0.38
H  -5.11601  -2.26307  -0.55441  0.52
C  -1.33760  2.01759  1.13386  -1.10
C  -0.94812  0.59479  0.76863  3.13
C  -1.19536  0.43386  -0.71847  -0.49
C  -0.46053  -0.70344  -1.39779  0.57
C  1.01496  -0.65212  -1.09350  -2.08
C  1.35349  -0.79838  0.41415  2.46
N  0.56053  0.35404  0.98546  0.81
O  1.21651  1.18646  1.70544  1.09
C  2.84602  -0.49425  0.65203  -0.12
C  0.99942  -2.15747  0.96557  0.89
C  -1.62664  -0.39719  1.73707  -0.59
H  -0.71630  2.82074  0.70234  -0.64
H  -1.43105  2.19476  2.21329  -0.54
H  -2.36274  1.97665  0.73461  0.74
H  -0.90394  1.39451  -1.15968  -1.30
H  -2.23313  0.35500  -1.00340  1.43
H  -0.77789  -0.69977  -2.43503  0.78
H  -0.86627  -1.65359  -1.06783  -1.40
H  1.41224  0.26271  -1.51070  0.53
H  1.54708  -1.43845  -1.62668  0.38
H  3.40242  -1.31049  0.21012  -0.79
H  3.17537  -0.50842  1.70381  -0.58
H  3.22042  0.39269  0.11556  0.44
H  0.80145  -2.15878  2.04104  -0.65
H  1.89259  -2.79056  0.84311  -0.93
H  0.17759  -2.65880  0.46219  -0.19
H  -1.10880  -0.42074  2.68061  -0.23
H  -1.56941  -1.38331  1.32095  -0.76
H  -2.63735  -0.02482  1.93799  0.62
C  -4.49737  -4.69592  3.05990  -1.95
C  -3.28669  -4.29970  3.92101  1.50
C  -3.62304  -3.05390  4.74298  -1.56
C  -2.69694  -2.65690  5.85695  0.83
C  -2.72651  -3.82397  6.79950  -1.42
C  -2.24329  -5.17734  6.15249  1.10
N  -2.89006  -5.37719  4.84386  1.05
O  -3.18567  -6.64891  4.47568  -0.33
C  -2.72406  -6.35782  7.07928  -1.65
C  -0.73250  -5.38841  5.93303  -1.39
C  -2.10730  -4.24135  2.94069  -1.19
H  -4.16029  -5.42079  2.33889  0.46
H  -4.86849  -3.77745  2.65396  0.43
H  -5.29803  -5.23141  3.56016  0.43
H  -4.70764  -3.21035  4.96946  0.48
H  -3.61706  -2.27768  3.93734  0.34
H  -2.95615  -1.68155  6.25990  0.61
H  -1.68223  -2.50434  5.41448  -0.80
H  -3.72798  -3.98391  7.21839  0.45
H  -2.00535  -3.66374  7.65114  0.53
H  -2.06787  -7.20440  6.86063  0.40
H  -3.76980  -6.56444  6.96676  0.46
H  -2.40648  -6.03434  8.07666  0.44
H  -0.52965  -6.29420  5.33477  0.37
H  -0.31386  -5.54545  6.94808  0.53
H  -0.29454  -4.49416  5.51528  0.16
H  -1.12395  -3.98883  3.35251  0.07
H  -2.36783  -3.52043  2.12023  -0.09
H  -2.00327  -5.25867  2.53061  0.86
C  6.05758  -7.45838  -1.32284  -1.51
C  4.86936  -6.60446  -0.93662  -0.23
N  4.06015  -5.91083  -1.93424  1.20
C  3.34677  -7.00987  -2.69411  -1.10
C  3.01462  -5.09175  -1.22420  0.41
C  2.19224  -5.72192  -0.12691  -1.39
C  4.96271  -5.13630  -2.79378  -0.57
C  4.37884  -4.25417  -3.86250  -0.61
O  3.70599  -5.00941  -4.79020  -0.34
C  3.18508  -4.28296  -5.89677  -0.80
H  6.46369  -7.91712  -0.41438  0.47
H  6.85750  -6.85207  -1.76453  0.32
H  5.79660  -8.27809  -1.98780  0.32
H  5.19129  -5.94182  -0.12543  0.18
H  4.17331  -7.24630  -0.39490  0.40
H  2.74833  -7.59330  -1.98760  0.43
H  4.09816  -7.62637  -3.16801  0.39
H  2.65730  -6.58403  -3.38242  0.35
H  2.34909  -4.69794  -1.99976  0.21
H  3.58053  -4.25657  -0.83105  -0.21
H  2.68271  -5.92777  0.84850  0.20
H  1.62185  -6.56178  -0.51328  0.53
H  1.40974  -5.04595  0.12558  0.15
H  5.66657  -5.79176  -3.30372  0.58
H  5.65169  -4.55075  -2.12964  0.37
H  5.24810  -3.68863  -4.24304  0.47
H  3.78150  -3.36036  -3.52514  0.00
H  2.74173  -3.31209  -5.58240  0.29
H  2.37683  -4.86028  -6.29132  0.32
H  3.94495  -4.16589  -6.65855  0.30
N  1.14935  -1.01353  6.25264  -0.44
S  1.03686  -1.15901  4.75226  0.23
O  0.37758  -2.34594  4.33177  -0.43
O  2.11216  -0.63386  3.92347  -0.16
F  -0.11689  -0.04810  4.64004  0.00
S  2.77752  -1.37218  6.60018  1.19
O  3.76146  -0.48554  6.02793  -0.64
O  3.04648  -2.76462  6.62455  -0.61
F  2.69743  -0.83180  8.18366  -0.35
N  0.78979  1.86421  -5.64337  0.05
S  1.15868  0.38838  -5.55328  0.66
O  1.77266  0.05113  -4.28535  -0.41
O  1.57146  -0.27871  -6.70227  -0.58
F  -0.44860  -0.15020  -5.32695  -0.20
S  1.12909  2.62913  -6.90133  1.10
O  2.52687  2.62916  -7.08377  -0.66
O  0.33100  3.82000  -7.04598  -0.62
F  0.58797  1.66896  -8.13783  -0.32
N  -3.51187  3.13556  4.64579  -0.08
S  -4.21080  3.86098  5.83534  1.02
O  -3.81168  3.21674  7.14210  -0.58
O  -5.41222  4.58665  5.61683  -0.57
F  -3.10055  5.10557  5.80536  -0.33
S  -4.29206  1.81205  4.22242  1.02
O  -5.59680  1.50960  4.69923  -0.63
O  -3.42195  0.75103  4.10472  -0.52
F  -4.47177  2.20052  2.68015  -0.33
N  1.60639  4.65355  0.39261  -0.25
S  0.62698  5.97741  0.23616  1.02
O  -0.75304  5.50746  0.46928  -0.61
O  0.90241  6.82720  -0.89926  -0.62
F  0.96348  6.83656  1.29140  -0.11
S  1.73537  3.86900  -0.98793  0.80
O  1.67353  4.61408  -2.23981  -0.52
O  0.90044  2.71866  -1.01479  -1.03
F  3.14067  3.43216  -0.74074  -0.10
N  5.51640  -1.59909  1.49626  0.09
S  6.00078  -2.20086  0.01500  0.86
O  5.15691  -1.68256  -0.99899  -0.51
O  6.37052  -3.62758  0.00780  -0.60
F  7.27858  -1.31927  -0.13009  -0.29
S  5.02024  -2.80257  2.38382  0.63
O  5.87273  -3.89582  2.45318  -0.59
O  3.59386  -2.99111  2.22823  -0.40
F  5.11418  -2.01626  3.68330  -0.29
N  -2.32920  -4.22664  -2.59599  -0.40
S  -2.01408  -4.54262  -1.11516  0.77
O  -0.71339  -5.00113  -0.80551  -0.56
O  -3.07606  -5.29832  -0.55917  -0.63
F  -2.21770  -3.13392  -0.37291  0.08
S  -0.96829  -3.98304  -3.26304  1.16
O  -0.60651  -5.23162  -3.91879  -0.67
O  0.01352  -3.08165  -2.76429  -0.02
F  -1.71267  -3.07433  -4.58600  -0.51

Atoms 1-2, force components in eV/Å:
0.1 -0.8 0.4
0.0 0.9 1.1

Output
- E (a.u.) = -11249.50071
- gap between HOMO and LUMO (eV) = 5.601
- LUMO energy (eV) = -8.19
- net charge = +3

[2]
Density functional theory data (wB97M-V/def2-TZVPD) for a molecular structure, C3H6BrClIN at a distorted geometry.

Last column: Mulliken charge in e.
Geometry (Å):
C  -1.03490  0.08441  0.95530  -1.06
C  -0.29677  -0.38677  -1.32729  -0.95
C  1.31454  -0.25211  0.59382  0.45
N  0.07995  -0.46492  0.10851  0.05
Cl  1.63685  -0.16574  2.28831  -0.09
Br  0.88301  2.99913  -0.27653  -0.73
I  2.99479  -0.75610  -0.57730  0.24
H  -1.27278  1.03527  0.49272  0.38
H  -1.91322  -0.58564  0.87277  0.32
H  -0.93179  0.18455  1.96585  0.40
H  -0.52473  0.43719  -2.03284  0.29
H  0.34121  -1.17368  -1.82559  0.37
H  -1.27615  -0.95559  -1.23771  0.32

Atoms 1-2, force components in eV/Å:
-1.7 -1.2 -3.0
-1.1 -4.6 -0.6

Output
- ΔE to the lowest compared entry with this formula, charge and spin (kJ/mol) = 142.4
- E (a.u.) = -3504.46521
- gap between HOMO and LUMO (alpha / beta) (eV) = 5.868 / 5.869
- LUMO energy (alpha / beta) (eV) = -1.72 / -1.72
- net charge = 0

[3]
Density functional theory data (wB97M-V/def2-TZVPD) for a gas-phase ion, C6H14N4 (charge +2) at a distorted geometry.

Last column: Mulliken charge in e.
Geometry (Å):
C  0.64173  -0.52961  -0.89623  -0.49
C  0.85416  -1.08487  0.38670  0.74
C  0.12867  -0.74312  1.47272  -0.20
C  -2.91266  2.58562  -0.82847  -1.12
C  1.70384  -2.30660  0.51554  -0.76
C  -1.52390  2.31261  -1.50199  -0.33
N  -0.21355  0.40718  -1.36981  0.26
N  -0.72256  1.40607  -0.74431  -0.31
N  -0.64540  -0.51988  2.47033  -0.24
N  3.10837  -1.96918  1.14030  -0.41
H  0.81067  -1.31483  -1.62920  0.26
H  -2.76481  3.03522  0.08221  0.35
H  -3.60642  1.65612  -0.80474  0.30
H  -3.29105  3.29203  -1.43350  0.40
H  1.24249  -3.15489  1.05484  0.44
H  1.97032  -2.67814  -0.58053  0.41
H  -1.09962  3.33275  -1.62640  0.26
H  -1.60247  1.99506  -2.61002  0.31
H  -0.33702  0.52840  -2.43080  0.34
H  -1.51196  -1.00151  2.73764  0.30
H  -0.48863  0.29901  2.97991  0.30
H  3.25326  -1.88365  2.25375  0.40
H  3.28585  -1.00926  0.84561  0.39
H  3.72070  -2.65454  0.51643  0.42

Atoms 1-2, force components in eV/Å:
0.5 -2.0 -1.1
-2.6 1.0 1.7

Output
- ΔE to the lowest compared entry with this formula, charge and spin (kJ/mol) = 622.1
- E (a.u.) = -455.23190
- gap between HOMO and LUMO (alpha / beta) (eV) = 7.085 / 7.075
- LUMO energy (alpha / beta) (eV) = -8.18 / -8.19
- net charge = +2